(1)
# C6H17NO

A 2-piece molecular cluster, C6H17NO overall (wB97M-V/def2-TZVPD, the OMol25 dataset).

Results
**Molar mass**: 119.21 g mol⁻¹
**DFT total energy**: -10034.1997 eV
**Orbital gap**: 9.661 eV
**Charge**: 0
**SMILES**: CCN(C)C.COC

Element x y z (Å)
C 2.64 -0.81 0.12
C 1.94 0.24 -0.73
N 0.48 0.17 -0.65
C -0.10 1.31 -1.34
C -0.03 -1.06 -1.24
H 2.26 -0.77 1.15
H 3.72 -0.61 0.13
H 2.47 -1.83 -0.27
H 2.23 1.24 -0.37
H 2.27 0.15 -1.79
H 0.16 1.32 -2.41
H -1.20 1.27 -1.25
H 0.26 2.24 -0.87
H 0.28 -1.17 -2.29
H 0.34 -1.94 -0.68
H -1.13 -1.05 -1.20
C -1.91 1.31 1.44
O -2.37 0.11 0.86
C -1.83 -1.02 1.52
H -2.36 2.15 0.89
H -0.81 1.39 1.38
H -2.21 1.38 2.50
H -0.73 -1.03 1.47
H -2.13 -1.04 2.58
H -2.22 -1.92 1.03

From a Löwdin analysis of the wavefunction, the atomic charges in e read:
1. C -0.100
2. C -0.290
3. N -0.286
4. C -0.124
5. C -0.117
6. H 0.078
7. H 0.074
8. H 0.064
9. H 0.116
10. H 0.115
11. H 0.085
12. H 0.080
13. H 0.088
14. H 0.088
15. H 0.079
16. H 0.083
17. C -0.145
18. O -0.251
19. C -0.143
20. H 0.092
21. H 0.077
22. H 0.086
23. H 0.073
24. H 0.086
25. H 0.093

(2)
# C5H10O5

C5H10O5 as an isolated structure at a distorted geometry (wB97M-V/def2-TZVPD, the OMol25 dataset).

Results
**Molar mass**: 150.13 g mol⁻¹
**DFT total energy**: -15574.0926 eV
**Orbital gap**: 9.015 eV
**Charge**: 0

Element x y z (Å)
C 1.78 0.01 0.56
C 0.90 -0.11 -0.67
C -1.28 -1.03 -0.56
C -1.34 0.39 -0.19
C -0.09 1.07 -0.74
H 2.10 -1.93 0.34
H 1.46 -0.11 1.33
H 2.52 1.02 0.72
H 1.45 -0.05 -2.01
H -1.51 -1.51 -1.45
H -1.01 -1.64 1.46
H -2.54 1.01 -0.57
H -2.49 1.03 1.68
H -0.23 1.34 -1.78
H 0.25 2.13 0.71
O 2.63 -1.21 0.50
O 0.12 -1.22 -0.82
O -1.64 -1.96 0.36
O -1.39 0.51 1.22
O 0.31 2.26 -0.08

From a Löwdin analysis of the wavefunction, the atomic charges in e read:
1. C -0.094
2. C -0.283
3. C -0.436
4. C -0.290
5. C -0.266
6. H 0.023
7. H -0.036
8. H 0.216
9. H 0.249
10. H 0.151
11. H 0.309
12. H 0.237
13. H 0.317
14. H 0.153
15. H -0.077
16. O -0.045
17. O -0.048
18. O -0.030
19. O -0.147
20. O 0.097

(3)
# C30H78N4O14

A 7-piece molecular cluster, C30H78N4O14 overall at a distorted geometry (wB97M-V/def2-TZVPD, the OMol25 dataset).

Results
**Molar mass**: 718.97 g mol⁻¹
**DFT total energy**: -66986.3143 eV
**Orbital gap**: 9.123 eV
**Charge**: 0
**SMILES**: COCCNCCOC.COCCNCCOC.COCCNCCOC.COCCNCCOC.OCCO.OCCO.OCCO

Element x y z (Å)
C -2.47 -12.04 18.36
O -1.97 -11.04 17.50
C -3.06 -10.34 16.97
C -2.49 -9.36 15.91
N -3.59 -8.51 15.52
C -3.29 -7.84 14.28
C -4.21 -6.66 14.27
O -4.15 -5.86 15.16
C -5.25 -4.96 15.24
H -2.88 -12.86 17.78
H -3.21 -11.73 19.06
H -1.55 -12.38 18.87
H -3.40 -9.82 17.86
H -3.79 -11.06 16.47
H -2.06 -10.01 15.14
H -1.69 -8.75 16.34
H -3.49 -7.73 16.11
H -3.43 -8.45 13.39
H -2.21 -7.53 14.30
H -5.20 -7.10 14.18
H -4.02 -6.12 13.41
H -5.08 -4.26 14.44
H -5.22 -4.51 16.20
H -6.23 -5.42 15.17
C -9.24 -17.93 15.95
O -8.34 -17.12 16.64
C -7.19 -16.66 15.87
C -5.99 -16.19 16.72
N -4.83 -15.87 15.84
C -3.62 -15.52 16.53
C -2.83 -14.64 15.58
O -3.42 -13.63 15.14
C -2.57 -12.72 14.52
H -9.86 -17.48 15.14
H -9.94 -18.27 16.72
H -8.74 -18.80 15.57
H -7.54 -15.86 15.16
H -6.86 -17.54 15.32
H -5.62 -16.98 17.40
H -6.29 -15.38 17.42
H -5.14 -15.03 15.37
H -3.08 -16.34 16.89
H -3.89 -14.90 17.39
H -2.43 -15.24 14.77
H -1.92 -14.30 16.11
H -1.85 -12.39 15.27
H -3.11 -11.83 14.13
H -2.15 -13.19 13.70
C -13.09 -18.00 14.44
O -13.32 -16.66 14.57
C -12.25 -15.90 14.93
C -12.03 -15.80 16.43
N -10.87 -14.97 16.64
C -10.66 -14.73 18.10
C -9.43 -13.93 18.35
O -9.13 -13.54 19.49
C -7.81 -13.00 19.80
H -12.48 -18.34 15.23
H -12.53 -18.23 13.59
H -14.04 -18.56 14.58
H -12.38 -14.88 14.64
H -11.32 -16.18 14.45
H -11.68 -16.79 16.88
H -12.85 -15.27 16.88
H -10.10 -15.52 16.42
H -10.63 -15.71 18.63
H -11.50 -14.17 18.52
H -9.33 -13.09 17.64
H -8.59 -14.52 18.02
H -7.09 -13.55 19.20
H -7.60 -13.05 20.83
H -7.84 -12.00 19.37
C 1.03 -19.68 11.52
O -0.07 -19.80 12.46
C 0.35 -19.51 13.78
C -0.91 -19.77 14.63
N -0.76 -19.45 16.06
C -0.49 -18.03 16.33
C -0.65 -17.81 17.76
O -0.49 -16.66 18.23
C 0.68 -15.90 17.87
H 1.88 -19.93 12.01
H 1.08 -18.66 11.00
H 0.96 -20.32 10.61
H 0.82 -18.56 13.85
H 1.11 -20.17 14.03
H -1.07 -20.87 14.60
H -1.81 -19.23 14.27
H -1.68 -19.71 16.46
H -1.14 -17.37 15.73
H 0.54 -17.85 16.07
H -0.01 -18.47 18.37
H -1.70 -18.04 18.01
H 0.56 -15.41 16.92
H 1.52 -16.53 17.85
H 0.82 -15.11 18.61
O -4.80 -15.01 19.70
C -3.74 -15.90 19.95
C -2.52 -15.15 20.03
O -1.46 -15.88 20.55
H -4.79 -14.17 20.21
H -3.95 -16.42 20.93
H -3.70 -16.67 19.15
H -2.79 -14.27 20.73
H -2.22 -14.73 19.03
H -1.26 -16.61 19.94
O -4.69 -12.32 20.87
C -4.66 -12.83 22.19
C -3.43 -12.33 22.80
O -3.55 -10.97 23.23
H -5.05 -11.45 20.89
H -5.51 -12.62 22.79
H -4.62 -13.93 22.08
H -2.54 -12.33 22.09
H -3.24 -12.97 23.66
H -2.69 -10.60 23.08
O -0.29 -13.52 20.84
C 0.94 -13.51 21.50
C 1.29 -12.17 21.98
O 2.53 -12.20 22.58
H -0.66 -14.40 20.91
H 0.95 -14.21 22.38
H 1.65 -13.86 20.77
H 0.54 -11.85 22.63
H 1.30 -11.52 21.06
H 2.58 -11.32 22.99

Löwdin population analysis, charges in e, atoms 1 to 99:
1. C -0.103
2. O -0.202
3. C -0.231
4. C -0.195
5. N -0.051
6. C -0.196
7. C -0.473
8. O -0.111
9. C -0.016
10. H 0.067
11. H 0.065
12. H 0.096
13. H 0.122
14. H 0.141
15. H 0.104
16. H 0.123
17. H 0.083
18. H 0.128
19. H 0.132
20. H 0.136
21. H 0.108
22. H 0.098
23. H 0.082
24. H 0.095
25. C -0.138
26. O -0.215
27. C -0.170
28. C -0.178
29. N -0.041
30. C -0.187
31. C -0.374
32. O -0.137
33. C -0.063
34. H 0.077
35. H 0.091
36. H 0.083
37. H 0.138
38. H 0.110
39. H 0.119
40. H 0.103
41. H 0.096
42. H 0.085
43. H 0.096
44. H 0.123
45. H 0.125
46. H 0.093
47. H 0.109
48. H 0.073
49. C -0.120
50. O -0.147
51. C -0.262
52. C -0.209
53. N -0.051
54. C -0.158
55. C -0.410
56. O -0.139
57. C -0.009
58. H 0.061
59. H 0.075
60. H 0.110
61. H 0.121
62. H 0.104
63. H 0.122
64. H 0.120
65. H 0.040
66. H 0.128
67. H 0.123
68. H 0.138
69. H 0.101
70. H 0.071
71. H 0.073
72. H 0.099
73. C -0.087
74. O -0.187
75. C -0.225
76. C -0.183
77. N -0.068
78. C -0.214
79. C -0.405
80. O -0.191
81. C 0.001
82. H 0.038
83. H 0.107
84. H 0.092
85. H 0.105
86. H 0.097
87. H 0.126
88. H 0.128
89. H 0.116
90. H 0.131
91. H 0.115
92. H 0.152
93. H 0.137
94. H 0.095
95. H 0.082
96. H 0.093
97. O -0.088
98. C -0.274
99. C -0.293

Number 1 is which compound?
C6H17NO